C40H60Cl2FN5O7SbSr | the ωB97M-V functional and the def2-TZVPD basis

ORCA input file:
```
! RIJCOSX wB97M-V def2-TZVPD def2/J DEFGRID3
* xyz -1 1
Sr -1.33529 -0.84147 -1.23002
O -0.76066 1.73868 -5.14645
C -0.71813 0.78211 -4.20448
O -0.14305 0.88783 -3.15022
C -1.48838 -0.45272 -4.62855
C -2.10357 -0.58768 -5.86302
C -2.86476 -1.73327 -6.06866
C -3.00412 -2.65284 -5.04718
C -2.32799 -2.45061 -3.84186
N -1.54881 -1.39014 -3.68580
C -2.53441 -3.45119 -2.64325
O -3.29264 -4.38711 -2.88724
O -1.88630 -3.16687 -1.60745
H -0.27222 2.50098 -4.80271
H -2.02342 0.17890 -6.61810
H -3.36751 -1.87372 -7.01748
H -3.62600 -3.53381 -5.12272
C -4.50475 6.54292 0.66631
C -4.73654 5.26170 1.45006
N -3.77257 4.22138 1.12057
C -4.09507 3.30037 0.16696
C -3.30451 2.29700 -0.28423
C -3.88163 1.40497 -1.39238
O -4.75858 1.90694 -2.10095
O -3.38996 0.25027 -1.46729
C -1.96532 2.19853 0.24200
O -1.10292 1.36986 -0.08029
C -1.58979 3.24057 1.21930
C -0.29600 3.19731 1.76685
C 0.08330 4.13612 2.67860
F 1.35517 4.11052 3.16997
C -0.78554 5.14352 3.12518
C -2.07583 5.16094 2.59935
C -2.49069 4.22615 1.64282
N -0.42098 6.10465 4.08292
C -0.52735 7.50574 3.73507
C 0.79922 8.06300 3.24143
N 1.83846 7.85015 4.28303
C 1.97809 6.41357 4.65227
C 0.62262 5.84849 5.04923
H -5.23976 7.29970 0.94449
H -4.59063 6.36071 -0.40408
H -3.51116 6.94882 0.85868
H -5.72368 4.84823 1.24203
H -4.70428 5.43615 2.52734
H -5.08147 3.39420 -0.27106
H 0.37485 2.41095 1.44993
H -2.76288 5.90520 2.97257
H -0.85262 8.06510 4.62189
H -1.28686 7.63941 2.96628
H 0.76261 9.13753 3.03882
H 1.13527 7.54744 2.34175
H 1.62361 8.42155 5.12171
H 2.77957 8.27909 3.98905
H 2.69230 6.36871 5.47798
H 2.39539 5.89791 3.78763
H 0.30017 6.30586 5.99410
H 0.70275 4.77722 5.22123
Cl 2.11876 0.83661 -0.33525
C 3.71010 1.57537 -0.61337
Cl 4.36784 1.23917 -2.23747
H 4.42736 1.17964 0.09724
H 3.63943 2.65401 -0.52926
C -1.61551 -3.10980 2.16363
C -1.44177 -1.58420 2.30463
C -2.82898 -0.91832 2.35177
C -0.72322 -1.29904 3.63901
N -0.72560 -1.14528 1.16754
H -2.14082 -3.36450 1.24346
H -0.63114 -3.58385 2.13253
H -2.16243 -3.53011 3.01539
H -3.43849 -1.27997 3.18993
H -3.38160 -1.09835 1.42813
H -2.71982 0.16344 2.47153
H -1.24379 -1.71579 4.50769
H -0.62291 -0.22145 3.78612
H 0.28450 -1.71654 3.60086
C -0.23139 -6.04055 -1.86203
C 1.03809 -5.86208 -1.02172
C 2.09388 -6.85749 -1.49555
C 0.65279 -6.18459 0.42421
Sb 1.59344 -3.73198 -1.11563
C 3.27339 -3.58349 0.31896
C 4.29054 -4.71997 0.35060
C 4.02478 -2.27304 0.05635
C 2.60747 -3.44045 1.69509
C 2.59318 -3.57848 -3.07664
C 2.80252 -2.07956 -3.31633
C 3.91909 -4.30829 -3.25871
C 1.60520 -4.06705 -4.14011
H -0.55896 -7.08399 -1.78286
H -0.07556 -5.83099 -2.92161
H -1.04246 -5.39971 -1.51849
H 1.69973 -7.87563 -1.38535
H 3.02386 -6.80456 -0.92606
H 2.33828 -6.72602 -2.55094
H 0.20967 -7.18667 0.45643
H -0.09634 -5.48937 0.80809
H 1.50137 -6.18357 1.10761
H 4.78133 -4.86495 -0.61425
H 3.85464 -5.67183 0.65014
H 5.07283 -4.48200 1.08292
H 4.61734 -2.29068 -0.85815
H 4.71460 -2.09336 0.88903
H 3.34207 -1.42125 0.00692
H 2.08018 -4.34547 2.00414
H 1.88395 -2.62137 1.71364
H 3.37789 -3.23875 2.44955
H 3.46477 -1.61493 -2.58393
H 1.85470 -1.53608 -3.28756
H 3.24600 -1.92377 -4.30682
H 4.70628 -3.91459 -2.61515
H 4.26373 -4.19173 -4.29434
H 3.83592 -5.37963 -3.06252
H 0.62031 -3.60667 -4.02523
H 1.47281 -5.14918 -4.12678
H 1.98133 -3.79268 -5.13301
*
```

Energy above the lowest of the compared OMol25 structures with the same formula, charge and spin in eV: 0.700
HOMO (alpha / beta) in eV: -3.64 / -2.19
Kohn-Sham gap (alpha / beta) in hartree: 0.1998 / 0.1507


C42H37AuN5O6S2 | the ωB97M-V functional and the def2-TZVPD basis

ORCA input file:
```
! RIJCOSX wB97M-V def2-TZVPD def2/J DEFGRID3
* xyz -1 3
Au 1.02795 -1.81263 -0.50359
N 6.50805 -1.30093 -5.86859
C 5.69575 -1.06373 -4.77269
C 5.12165 -2.11893 -4.06019
C 4.39985 -1.88103 -2.90469
C 4.24395 -0.58273 -2.45729
C 4.79395 0.47487 -3.16059
C 5.50955 0.24287 -4.31569
S 3.39735 -0.14553 -0.94339
O 4.21335 0.88347 -0.34709
O 3.25425 -1.36753 -0.12709
N 1.95955 0.27517 -1.50729
C 1.07645 1.10437 -0.76969
N -0.07145 1.35117 -1.58569
C 0.09975 2.23817 -2.51619
C 1.16125 3.15097 -2.53539
C 1.90385 3.18867 -1.34629
N 1.83875 2.26407 -0.44469
H 6.37225 -2.17863 -6.34339
H 6.64265 -0.51503 -6.48419
H 5.25995 -3.13083 -4.41169
H 3.96005 -2.68823 -2.33919
H 4.66295 1.47057 -2.76659
H 5.94755 1.06597 -4.86309
H -0.72475 2.34297 -3.21359
H 1.31595 3.84697 -3.34119
H 2.56645 4.01057 -1.11009
C -3.52415 1.94967 2.93681
C -3.12005 0.48817 2.67771
C -3.98945 -0.46933 3.51151
O -3.24595 0.18217 1.30741
C -1.97775 -0.13123 0.74621
C -1.01095 -0.13193 1.92911
O -1.76395 0.30597 3.04021
C 0.24735 0.76627 1.68021
O 0.71585 0.33817 0.38581
C -0.05135 2.25247 1.79681
C 0.32585 2.94367 2.94591
C 0.11745 4.30577 3.06431
C -0.45405 5.02237 2.02761
C -0.86755 4.34287 0.89651
C -0.68875 2.97337 0.79221
C 1.32075 0.38687 2.69591
C 0.98615 -0.15373 3.93281
C 1.97215 -0.47053 4.84991
C 3.30395 -0.25093 4.54241
C 3.64075 0.30947 3.32221
C 2.65645 0.62977 2.40381
C -2.02095 -1.46623 -0.11209
O -0.92765 -2.26913 0.08731
C -2.21945 -1.01313 -1.55469
C -3.12375 0.00827 -1.83189
C -3.28635 0.47537 -3.12019
C -2.54415 -0.06983 -4.15459
C -1.66425 -1.10253 -3.89059
C -1.50905 -1.58033 -2.59899
C -3.21645 -2.31893 0.34981
C -3.05615 -3.05443 1.51881
C -4.05695 -3.88933 1.97871
C -5.23685 -4.01753 1.26761
C -5.41195 -3.27893 0.11181
C -4.41315 -2.43363 -0.34529
H -4.59045 2.07197 2.76701
H -2.96935 2.59917 2.26561
H -3.27585 2.21187 3.96201
H -4.98265 -0.52883 3.07541
H -4.05035 -0.11243 4.53641
H -3.54095 -1.46003 3.50251
H -1.68665 0.65937 0.04951
H -0.63745 -1.15203 2.10441
H 0.80225 2.41477 3.75661
H 0.42925 4.81117 3.96931
H -0.57945 6.09407 2.10171
H -1.32305 4.87307 0.07201
H -1.03055 2.47727 -0.10339
H -0.04935 -0.29063 4.20041
H 1.69495 -0.88313 5.81111
H 4.07235 -0.50603 5.25921
H 4.67565 0.50917 3.08401
H 2.92775 1.07117 1.45931
H -3.69925 0.44257 -1.02899
H -3.99595 1.26767 -3.31359
H -2.65785 0.30567 -5.16189
H -1.08965 -1.54613 -4.69159
H -0.82635 -2.39123 -2.39659
H -2.11795 -2.98353 2.04521
H -3.91155 -4.45343 2.88881
H -6.01155 -4.69043 1.60811
H -6.33345 -3.37333 -0.44829
H -4.57815 -1.87773 -1.25629
S 2.05815 -6.16203 -1.29379
C 1.72345 -4.62193 -1.38239
N 1.51135 -3.48053 -1.59349
*
```

Energy above the lowest of the compared OMol25 structures with the same formula, charge and spin in eV: 0.095
HOMO (alpha / beta) in eV: -5.13 / -5.45
<S²>: 2.05
Kohn-Sham gap (alpha / beta) in hartree: 0.2788 / 0.2162


C4H7FO | the ωB97M-V functional and the def2-TZVPD basis

ORCA input file:
```
! RIJCOSX wB97M-V def2-TZVPD def2/J DEFGRID3
* xyz 0 1
C -0.09468 -0.50135 1.46199
C -0.31753 -0.19172 0.22826
C -1.20604 0.90973 -0.24050
C 0.47064 -1.27291 -1.49479
O -0.62423 -1.86988 -2.06126
F 1.04609 -0.25621 -2.27055
H 0.58024 -1.13597 1.86014
H -0.35419 0.12912 2.18970
H -1.35247 1.47847 0.71853
H -2.08906 0.47665 -0.61915
H -0.68764 1.58188 -0.86402
H 1.29738 -1.96914 -1.11516
H -1.30661 -1.13943 -2.33049
*
```

Energy above the lowest of the compared OMol25 structures with the same formula, charge and spin in eV: 3.591
HOMO in eV: -8.85
Kohn-Sham gap in hartree: 0.3539


C6H10O | the ωB97M-V functional and the def2-TZVPD basis

ORCA input file:
```
! RIJCOSX wB97M-V def2-TZVPD def2/J DEFGRID3
* xyz 0 1
C -1.75300 -0.52560 0.03108
C -1.34641 0.86910 -0.38386
C -0.81748 1.83138 0.64070
C 0.10467 1.25774 -0.39998
H -2.77928 -0.54464 0.41584
H -1.09321 -0.90047 0.82346
H -1.69722 -1.22594 -0.81153
H -1.96207 1.30646 -1.16825
H -1.09378 2.87910 0.56426
H -0.71246 1.47092 1.66155
H 0.45848 1.91287 -1.19126
H 0.82854 0.51382 -0.07563
C 1.89934 -1.96096 0.17038
C 3.04022 -1.50113 -0.29167
O 4.05404 -1.09527 -0.70183
H 1.04287 -2.02181 -0.48941
H 1.82675 -2.26558 1.20613
*
```

Energy above the lowest of the compared OMol25 structures with the same formula, charge and spin in eV: 1.533
HOMO in eV: -9.39
SMILES: CC1CC1.C=C=O
Kohn-Sham gap in hartree: 0.3772


CClNO5 | the ωB97M-V functional and the def2-TZVPD basis

ORCA input file:
```
! RIJCOSX wB97M-V def2-TZVPD def2/J DEFGRID3
* xyz 0 1
O 1.57524 1.94118 -0.18929
N 1.65834 0.87292 0.27377
O 1.24085 0.41001 1.26007
O 2.41827 -0.05931 -0.58338
Cl 2.32092 -1.71835 -0.23104
O -4.14700 -0.13075 0.03618
C -3.07196 -0.49412 -0.15484
O -1.99465 -0.82157 -0.41146
*
```

Energy above the lowest of the compared OMol25 structures with the same formula, charge and spin in eV: 0.000
HOMO in eV: -11.47
SMILES: O=[N+]([O-])OCl.O=C=O
Kohn-Sham gap in hartree: 0.3923


- Look up the energy above the lowest of the compared OMol25 structures with the same formula, charge and spin of the fourth one.
  1.533 eV


- Which value of energy above the lowest of the compared OMol25 structures with the same formula, charge and spin does entry 5 give?
  0.000 eV


- Look up the energy above the lowest of the compared OMol25 structures with the same formula, charge and spin of the first one.
  0.700 eV


- Which of these has the lowest energy above the lowest of the compared OMol25 structures with the same formula, charge and spin?
  CClNO5